1.
# C46H126N10O12

12 unconnected molecules or ions with the total composition C46H126N10O12 (ωB97M-V/def2-TZVPD, the OMol25 dataset).

Last column: Mulliken charge in e.
Positions of all 194 atoms, in Å:
O 3.95438 -4.30331 -2.19113  -0.626
O 2.33719 -7.32347 1.88045  -0.325
O 1.22361 2.57496 -5.58685  -0.163
O 5.59269 0.97737 0.90442  -0.217
O -5.21911 -5.03065 -2.82368  -0.421
O 0.93313 0.26225 2.94854  0.926
O -1.71423 -0.71012 -5.07741  -0.422
O -0.68970 8.04009 -0.54925  -0.469
O -0.48320 -1.49612 1.11114  -0.306
O 2.00361 4.65098 2.72697  0.088
O 0.17797 -2.37613 5.41667  -0.187
O -4.18074 2.11812 -2.37659  -0.384
N -5.00946 -0.44640 -1.28408  -0.352
N 0.10252 5.55432 4.95850  -0.564
N -0.63679 -1.13413 7.91651  -0.694
N -0.47120 5.55717 -2.19907  -0.348
N -5.29139 -4.68270 0.18582  -0.765
N 5.52618 -2.32764 -0.85376  -0.546
N 1.88201 -3.70153 1.57824  -0.018
N -0.48510 2.85659 3.01643  -0.143
N 2.84013 4.75868 -3.10847  -0.576
N -5.26122 0.24130 -4.84206  -0.623
C 5.79004 -0.44212 0.74343  -0.633
C 1.16796 7.72967 4.63857  -1.810
C -2.29315 -2.67688 7.09624  -1.080
C 1.92964 2.57575 -2.62534  -0.254
C -1.19287 -1.73253 -1.16102  -0.412
C 0.92009 6.36889 4.04342  1.097
C 2.75206 -5.94934 1.85754  -0.771
C 3.17311 -3.98571 -3.30317  0.816
C -1.83721 8.59630 0.03473  -0.651
C 1.48072 -5.09487 1.74382  0.597
C -0.84568 -2.58953 7.63845  0.066
C -0.18058 -1.08634 -0.23974  3.105
C -4.83288 0.77175 -0.47621  -0.050
C -4.44009 -4.00948 -2.13380  -0.610
C -4.12341 -4.38705 -0.69394  1.254
C -3.82112 1.75861 -1.04912  0.805
C 0.80906 1.01789 4.11014  -0.715
C -0.74951 4.33376 -0.12538  -0.743
C 1.51106 3.76713 -4.86888  -0.840
C -0.44745 -0.06880 -5.11282  -0.754
C 0.36302 -5.53061 0.74838  -1.327
C 2.25151 5.72023 3.66183  -0.798
C 0.12722 -3.05018 4.14993  -0.389
C 6.29875 1.51546 2.04598  -0.785
C 2.20290 -0.35330 2.86379  -0.782
C 2.20504 2.23582 -6.63004  -0.839
C 3.16711 3.91772 2.40908  -1.021
C -0.10667 0.41204 -0.36181  -0.768
C 3.58450 -4.96116 -4.44307  -1.654
C -4.20046 -1.44749 -6.23415  -1.718
C -4.43770 0.37103 0.94648  -1.429
C -3.22740 -5.65229 -0.74143  -1.650
C -1.71228 0.98888 3.84696  -0.686
C 3.33266 -8.32425 1.78315  -0.782
C 0.10112 -3.22143 6.58168  -0.836
C -1.00752 5.64276 -0.83369  0.329
C -0.44337 6.74195 0.02695  -0.777
C -2.77560 0.10323 -4.83856  -0.009
C 1.70371 -4.29657 -2.92097  -1.028
C -4.12377 -0.65546 -4.91888  1.609
C 3.68875 -0.75591 -0.64913  -0.378
C -3.44135 3.20939 -2.89903  -0.711
C -5.75938 -4.51941 -3.96491  -0.653
C -0.47183 1.85977 4.05744  0.080
C 2.49969 3.51498 -3.69841  0.378
C 5.21716 -0.94910 -0.58191  0.100
H -2.73223 0.63768 -3.85255  0.037
H -5.79018 -3.83138 0.39583  0.270
H -6.36555 -3.62610 -3.76739  0.292
H 2.92735 6.45032 3.19743  0.392
H -1.04991 -1.42543 -2.19773  0.431
H -4.11099 -0.89833 -1.51469  -0.158
H -1.61819 0.51369 2.88976  -0.180
H 0.31628 3.47661 3.11803  0.007
H 0.24098 -0.88632 8.34800  0.284
H -2.55212 -3.72753 6.83998  0.347
H 0.51757 5.33988 -2.18052  0.027
H 5.29893 -0.96878 1.57721  0.222
H 2.58250 -0.88153 3.77991  0.251
H 0.65619 5.30388 5.77514  0.309
H 4.27750 -3.55104 -1.68496  0.294
H 2.32218 -1.08424 2.05513  -0.099
H 0.31183 -0.78739 -4.74609  0.218
H -1.04762 -2.82073 -1.08476  0.343
H -1.03970 0.91803 -0.23526  -0.374
H -2.80252 1.30867 -1.10021  -0.629
H -2.38886 3.20318 -2.57806  0.161
H -4.93385 -4.20675 -4.64808  0.209
H -3.47009 3.13794 -3.98914  0.355
H -0.37961 -4.70822 0.70327  0.177
H -0.54294 2.37882 2.10804  0.034
H 2.96719 0.33907 2.59885  0.317
H 0.22448 8.11856 4.98750  0.467
H 2.87929 -4.98629 -5.26463  0.392
H 0.35983 0.70220 -1.29792  0.420
H 3.77147 4.32274 1.58651  0.287
H 3.43177 5.30183 -3.77683  0.249
H 1.65307 -5.32984 -2.69942  0.422
H -5.14812 -2.03110 -6.37908  0.376
H 1.09250 -3.03577 1.68633  -0.074
H 2.17409 2.92436 -7.49416  0.289
H -3.50923 -3.85668 -2.67220  0.389
H -0.71390 6.69707 1.09578  0.471
H 3.26963 -5.78951 2.79338  0.379
H -5.84064 1.20149 -0.43857  0.422
H -1.10197 4.31676 0.89440  0.766
H -3.48646 -3.60019 -0.26842  -0.396
H -6.40231 -5.25084 -4.47879  0.345
H 3.58105 -5.98944 -4.14128  0.381
H 1.04283 -3.67814 4.05913  0.385
H 1.10558 -3.35057 6.94542  0.352
H 0.51777 4.07037 -4.52427  0.018
H 3.21161 2.34645 -6.17881  0.307
H 3.42324 -5.71485 1.02182  0.374
H -4.19180 -0.69991 -7.02515  0.492
H 7.39260 1.35008 1.95352  0.335
H 3.33076 -0.88776 -1.66476  0.360
H -3.67237 -0.38525 1.02707  0.150
H -3.83025 -6.49645 -1.03451  0.395
H 1.55612 8.44433 3.87720  0.343
H -2.37177 -5.49577 -1.38322  0.364
H -0.20819 -4.24239 6.39709  0.462
H -2.07396 9.55358 -0.45904  0.254
H 1.02104 -5.17373 2.73294  0.132
H -5.90929 -5.32313 -0.26602  0.287
H 0.10870 -2.29340 3.37137  -0.331
H -2.93261 -5.91846 0.28862  0.351
H -2.06543 5.77251 -1.06754  0.220
H 1.54458 1.64841 -3.07050  -0.097
H 3.26916 -2.93267 -3.57923  0.222
H 0.68751 -5.73402 -0.28843  0.098
H -0.09930 -6.35504 1.24234  0.617
H -5.35837 -0.18526 -2.18789  0.403
H -5.02398 -3.08016 -2.17085  0.391
H 5.65649 -0.32801 -1.36629  0.404
H 0.33873 4.20076 -0.03292  0.136
H -0.16266 0.21315 -6.11365  0.451
H 0.64632 6.65184 0.02525  0.241
H -1.73961 0.19761 4.64236  -0.048
H -5.30185 -0.12534 1.41801  0.417
H -0.74521 -3.70172 4.10150  0.512
H 3.39088 3.02649 -4.17167  0.262
H 0.29013 6.53548 3.15065  -0.367
H -2.67261 1.51233 3.88472  0.499
H 1.94933 4.56827 -5.50011  0.497
H 2.79327 5.32568 4.53183  0.380
H -0.57127 6.42784 -2.68568  0.330
H -3.91212 4.13629 -2.59905  0.313
H 5.97015 0.99341 2.96833  0.329
H 6.49862 -2.53696 -1.05067  0.213
H 2.22251 -3.64628 0.62426  -0.006
H 6.08271 2.56502 2.16283  0.189
H 3.73946 -8.46149 0.77906  0.288
H -2.64863 7.85307 0.04839  0.289
H -4.02591 1.20197 1.52843  0.332
H 1.12840 3.07247 -2.11590  0.035
H -2.24131 -1.55389 -0.86412  -1.037
H 1.64532 1.67281 4.35066  0.303
H 3.82052 3.63527 3.22371  0.424
H 3.14521 -1.45689 -0.01649  -0.556
H 0.75514 0.28916 4.93762  0.156
H -0.04427 -0.88658 1.72253  -0.413
H 4.15115 -8.12225 2.47031  0.304
H -4.15444 -1.30895 -4.01460  -0.909
H 5.18985 -2.94121 -0.09375  0.270
H -2.30192 -2.10568 6.16603  0.089
H 1.88311 7.63761 5.45721  0.368
H 0.60366 0.81990 0.33009  0.262
H 3.40497 4.66363 -2.28040  0.214
H 1.03894 -4.06623 -3.73719  0.468
H 2.17080 1.22390 -6.98409  0.326
H -2.85224 0.87909 -5.60099  0.240
H -1.67845 8.87972 1.08155  0.241
H -3.74095 2.65951 -0.35828  0.417
H -0.67226 -3.14905 8.58292  0.455
H 2.75413 2.22596 -2.00014  0.210
H 4.56638 -4.68913 -4.82101  0.390
H -0.48862 2.37422 5.05474  0.460
H -5.10557 0.96552 -4.11857  0.155
H -3.39172 -2.15438 -6.36193  0.305
H -0.72054 -0.65359 7.03839  0.195
H 3.35169 0.24587 -0.37865  0.299
H 0.83287 -1.43029 -0.55663  -1.635
H -2.99565 -2.23377 7.78229  0.369
H -1.16550 3.47569 -0.64961  -0.396
H 1.44905 -3.83116 -1.94178  -0.111
H -0.20636 4.74537 4.45442  0.258
H -0.38187 0.70815 -4.38013  0.232
H 2.80965 2.97340 1.99417  0.146
H 2.91344 -9.28863 2.04648  0.255
H 6.84557 -0.63967 0.74083  0.438
H -5.35671 0.72374 -5.73531  0.349

The net charge is 0. As for the structure (SMILES): COC[C@H](C)N.COC[C@H](C)N.COC[C@H](C)N.COC[C@H](C)N.COC[C@H](C)N.COC[C@H](C)N.COC[C@H](C)N.COC[C@H](C)N.COC[C@H](C)N.COC[C@H](C)N.CC(C)O.CC(C)O. The value obtained for the HOMO energy is -8.9 eV.


2.
# C15H19N3O6

2 unconnected molecules or ions with the total composition C15H19N3O6 (ωB97M-V/def2-TZVPD, the OMol25 dataset).

Last column: Mulliken charge in e.
Positions of all 43 atoms, in Å:
O -0.25204 4.05667 -0.85382  -0.576
O 5.84841 0.26788 -2.48555  -0.447
O 0.56684 2.50322 0.67668  -0.422
O 4.86817 -0.10516 2.89672  -0.587
O 6.64718 -1.55351 -1.45564  -0.551
O 6.34877 0.40346 1.27223  -0.421
N -3.00027 3.37070 -0.12767  -0.542
N 3.26065 -1.55766 0.96580  -0.677
N -5.39411 -0.01927 0.52541  -0.174
C -1.87588 2.51336 0.16253  0.373
C -2.63885 -1.91782 -0.49034  -0.355
C -4.48589 -3.58541 -0.04313  -0.478
C 4.62758 -1.04050 0.65736  0.218
C -4.77782 -1.19827 0.11601  0.051
C -3.18746 -3.26247 -0.47645  -0.677
C -0.46260 3.14296 -0.05615  0.319
C 4.63912 -0.46407 -0.72661  -0.749
C -5.32745 -2.50073 0.19162  -0.734
C -3.46766 -0.85536 -0.24213  0.544
C 5.88241 -0.64181 -1.50984  0.451
C 5.24989 -0.20440 1.76253  0.526
C -4.57042 1.03018 0.12626  -0.539
C -2.03351 1.17103 -0.44802  -0.418
C -3.32981 0.56986 -0.12954  0.315
H -4.79976 2.10497 0.33690  0.362
H 4.30177 0.48321 -0.86673  0.417
H 3.18194 -1.66842 1.90162  0.273
H 5.17206 -1.84797 0.54721  0.300
H -1.88719 2.30809 1.30427  0.275
H -1.59747 -1.76506 -0.73625  0.379
H -3.16461 3.95948 0.58244  0.214
H -2.01594 1.25677 -1.60223  0.229
H -2.43864 -4.14695 -0.52301  0.223
H -1.14895 0.52720 -0.12371  0.169
H -4.77303 -4.57660 0.18607  0.430
H 6.57131 0.08277 -3.09659  0.353
H 3.92905 -1.08769 -1.30539  0.351
H -6.17652 0.04344 0.24089  0.163
H 2.62108 -0.95172 0.71833  0.185
H 6.75641 0.94995 1.99658  0.359
H -6.26009 -2.55645 0.72170  0.366
H -2.78305 3.85113 -0.85116  0.158
H 1.37638 2.91098 0.26081  0.342

The net charge is 0. As for the structure (SMILES): N[C@@H](Cc1c[nH]c2ccccc12)C(=O)O.N[C@@H](CC(=O)O)C(=O)O. The value obtained for the HOMO energy is -8.1 eV.


3.
# C6H7ClN2O4

C6H7ClN2O4 in the gas phase (ωB97M-V/def2-TZVPD, the OMol25 dataset).

Last column: Mulliken charge in e.
Positions of all 20 atoms, in Å:
Cl -3.20249 -2.12512 0.14933  -0.147
O 0.95032 -2.11655 2.71177  -0.673
O 0.78748 -3.11732 0.78011  -0.586
O 1.29487 -0.52695 -1.08943  -0.346
O -0.02096 -0.83913 -0.32365  -0.151
N 0.26967 0.15050 1.79467  -0.056
N 0.68442 -2.13344 1.50293  0.982
C -2.55546 -0.66919 0.38026  -0.007
C 0.20137 -0.93882 0.95753  0.116
C -1.62568 1.54081 1.09870  -0.316
C 1.52711 -1.50532 -2.04540  -0.493
C -0.42811 1.31203 1.69381  -0.194
C -2.62415 0.60906 0.64438  -0.105
H 0.07612 2.14885 2.16127  0.340
H 0.91396 0.01795 2.57249  0.276
H 0.75344 -1.50383 -2.82090  0.233
H -1.95668 2.56849 1.09085  0.322
H 2.48995 -1.22737 -2.48144  0.257
H -3.59380 1.08847 0.47829  0.299
H 1.61164 -2.50292 -1.60211  0.248

The net charge is 0. The value obtained for the HOMO energy (spin up / spin down) is -8.1 / -7.9 eV.


4.
# C26H47N3O2S4Si3Sn

A molecular structure, C26H47N3O2S4Si3Sn (ωB97M-V/def2-TZVPD, the OMol25 dataset).

Last column: Mulliken charge in e.
Positions of all 86 atoms, in Å:
Sn -0.45985 1.23730 0.49947  0.194
S 0.51612 3.84733 0.69772  -0.645
S -0.40148 1.47036 4.41165  0.075
S -2.17493 -0.85932 2.39785  0.138
S 1.27792 -0.96947 2.94549  0.238
Si -0.18871 -1.58610 -2.34285  -1.466
Si 1.81350 -3.70742 -1.50811  0.633
Si 2.84376 -0.84067 -2.08302  -0.055
O -2.68454 3.04506 -0.79187  -0.065
O -3.64439 1.59750 0.62376  -0.601
N -0.50511 5.91077 1.97033  0.036
N -1.74768 3.94368 2.16625  0.061
N -0.24576 1.30731 -1.98606  0.915
C -0.65976 2.86864 -3.76845  -0.688
C -0.46256 0.25878 -2.83397  -0.227
C 2.68040 0.12051 -3.71313  -1.090
C -2.77922 0.01281 3.87551  -0.809
C -0.65899 4.57559 1.67246  0.178
C 1.44814 -1.95893 -1.78432  1.585
C -1.66897 -1.95652 -1.22988  -0.192
C -1.79449 0.44571 4.96531  -0.844
C -0.30686 2.56406 -2.47072  -0.078
C -1.42092 6.61794 2.62265  -0.159
C 0.18695 -2.38534 2.65480  -0.143
C -2.63240 1.97993 0.07917  0.426
C 2.49570 -4.56813 -3.05196  -1.428
C -0.83418 0.52697 -4.15714  -0.259
C -0.61600 -2.53304 -3.92784  -1.187
C 3.16057 0.45725 -0.74277  -0.510
C -0.96390 1.82245 -4.62224  -0.747
C 0.98433 0.61792 5.20627  -0.909
C -2.65762 4.62853 2.78808  0.122
C 4.49921 -1.72950 -2.23206  -1.213
C 3.07107 -4.02693 -0.13037  -1.304
C 1.20841 -0.82095 4.75312  -1.024
C -3.97365 3.64191 -1.00607  -0.866
C 0.29921 -4.77108 -1.07754  -1.130
C -1.26020 -2.25640 3.11876  -1.094
C -2.55384 6.00389 3.04294  -0.985
H 0.33789 6.35102 1.62383  0.283
H -3.33183 6.55082 3.55319  0.415
H -1.27990 2.01436 -5.64113  0.443
H 0.49854 -5.81145 -1.36915  0.444
H 2.07171 1.03066 -3.60418  0.186
H 2.35839 1.20204 -0.71386  -0.088
H 0.05519 -2.25194 -4.75159  0.282
H 3.21351 -0.02762 0.23899  0.119
H -2.34262 1.01811 5.71436  0.562
H -3.28484 0.87345 3.42922  0.213
H 4.09124 -4.10086 -0.53283  0.368
H -0.45931 -3.60322 -3.73403  0.232
H 2.85993 -4.97009 0.39647  0.392
H 0.06386 -4.77136 -0.00436  0.265
H 2.15359 -1.17449 5.16627  0.532
H 0.63705 -3.25624 3.13300  0.611
H -3.92031 4.16255 -1.95628  0.257
H 4.77093 -2.24868 -1.30247  0.224
H 4.49247 -2.47138 -3.04031  0.338
H -0.06330 3.36208 -1.77884  0.143
H -1.66068 -2.40394 -4.26184  0.392
H 4.10726 0.99567 -0.91421  0.387
H -1.01794 -0.30631 -4.82617  0.418
H -3.53467 4.06337 3.09958  0.477
H -0.59990 -4.44742 -1.62069  0.278
H -1.80315 -3.15396 2.82745  0.573
H 1.84477 1.23856 4.94920  0.398
H -1.60460 -2.97030 -0.81210  0.334
H -0.71695 3.90293 -4.08585  0.465
H 1.66781 -4.92205 -3.68341  0.349
H -1.37262 -0.42534 5.46428  0.396
H 0.24222 -2.52342 1.57155  -0.379
H 2.20327 -0.51273 -4.47083  0.262
H 3.09919 -3.88338 -3.65655  0.361
H -4.19684 4.35503 -0.20910  0.235
H -2.61007 -1.88160 -1.79365  0.321
H 0.42167 -1.47976 5.11868  0.318
H 3.06030 -3.21524 0.60010  0.323
H 0.84228 0.66249 6.28589  0.423
H 3.66308 0.42837 -4.09860  0.505
H 5.29279 -0.99995 -2.45126  0.399
H -1.74466 -1.25519 -0.39182  -0.429
H -4.75359 2.88764 -1.02860  0.347
H -1.20446 7.66812 2.77607  0.416
H -3.53692 -0.61786 4.34455  0.511
H 3.11957 -5.43882 -2.79456  0.315
H -1.31869 -2.17512 4.20438  0.504

The net charge is 0. The value obtained for the HOMO energy is -5.6 eV.


The strongest force on any atom results, record by record, are as follows: 2.52 14.37 2.01 1.10 eV/A.